# C4H10N2

An isolated molecule of C4H10N2 at a distorted geometry (wB97M-V/def2-TZVPD, the Open Molecules 2025 dataset).

Relative energy (zero: lowest compared OMol25 entry of this formula, charge and spin) in kcal/mol: 129.2
HOMO energy (spin up / spin down) in eV: -7.70 / -8.33

Last column: natural (NBO) charge in e.
Geometry (Å):
1 N -0.896 -0.234 -0.587  -0.3065
2 N 0.750 0.802 0.392  -0.6379
3 C -1.102 0.268 -1.924  -0.4568
4 C 0.255 -1.889 0.544  -0.2889
5 C 0.431 1.103 1.761  -0.4228
6 C 0.326 -0.785 -0.316  0.0260
7 H -1.737 1.155 -1.888  0.2102
8 H -0.150 0.267 2.166  0.1987
9 H -0.181 0.492 -2.477  0.1713
10 H -0.145 2.028 1.870  0.1852
11 H 1.244 1.546 -0.103  0.3677
12 H -0.582 -1.986 1.218  0.1951
13 H 1.090 -0.824 -1.098  0.1812
14 H 1.027 -2.645 0.545  0.1866
15 H 1.332 1.194 2.382  0.1792
16 H -1.663 -0.492 -2.485  0.2117

Force components x, y, z for each atom (eV/Å):
N -0.829 -0.445 -0.476
N 0.248 -0.950 -0.204
C -0.033 -0.012 0.058
C 0.311 -0.891 1.062
C 0.085 -0.256 0.124
C 0.423 3.086 -0.384
H 0.078 -0.005 -0.019
H -0.040 0.174 0.016
H -0.013 0.013 0.056
H -0.041 -0.103 -0.035
H -0.073 -0.580 -0.124
H -0.012 0.009 -0.042
H -0.091 -0.112 -0.062
H -0.007 0.022 0.031
H -0.075 -0.008 0.008
H 0.068 0.057 -0.010